1.
# C4H7N3

A single C4H7N3 molecule (ωB97M-V with the def2-TZVPD basis set, the Open Molecules 2025 dataset).

Last column: Löwdin charge in e.
Element x y z (Å)
H  2.504  -1.006  0.484  0.04
C  -1.464  1.376  -1.171  -0.02
C  1.756  -0.965  1.249  -0.07
C  0.360  -1.312  0.425  -0.22
H  -0.133  -1.007  -1.855  0.12
C  -0.102  -0.735  -0.797  -0.03
H  -2.515  1.091  -1.227  0.09
N  -0.211  -0.518  1.400  -0.07
H  1.832  0.051  1.724  0.08
H  -1.033  1.468  -2.168  0.09
H  1.869  -1.677  2.061  0.06
N  -0.740  0.384  -0.418  -0.21
H  -1.374  2.321  -0.627  0.09
N  -0.749  0.529  0.919  0.03

Properties
**Multiplicity**: 1
**Energy relative to the best compared isomer or geometry (same formula, charge and spin)**: 93.7 kcal per mole
**SMILES**: Cc1cn(C)nn1

=====

2.
# C24H20N4O2RuS

A molecular structure, C24H20N4O2RuS (ωB97M-V with the def2-TZVPD basis set, the Open Molecules 2025 dataset).

Last column: Löwdin charge in e.
Element x y z (Å)
C  2.735  0.010  -0.762  -0.19
C  0.405  3.619  2.581  0.04
H  3.096  -1.010  1.111  0.09
C  -2.241  -2.567  0.879  -0.03
H  0.497  4.652  2.886  0.13
N  0.453  2.056  0.782  0.08
C  -1.509  -2.571  3.211  -0.03
C  -1.271  -2.323  1.856  -0.32
H  6.572  0.088  -1.132  0.13
H  -1.309  0.758  -2.390  0.08
C  5.495  0.072  -1.035  -0.01
C  4.914  -0.500  0.085  -0.02
C  4.704  0.622  -2.048  0.03
H  5.142  1.064  -2.933  0.13
H  -0.731  -2.412  3.945  0.12
H  -0.166  0.497  3.765  0.13
Ru  0.776  0.068  -0.890  1.43
H  -2.944  -3.265  4.625  0.13
C  0.149  2.624  3.514  0.00
C  0.188  1.076  1.705  -0.36
H  0.033  3.127  -6.514  0.12
C  -3.469  -3.045  1.283  0.00
H  -5.832  -3.702  2.300  0.09
H  1.778  2.309  -4.963  0.12
C  -1.596  2.403  -5.317  -0.03
H  0.041  2.869  4.562  0.14
H  5.540  -0.930  0.855  0.13
O  1.218  -1.866  2.467  -0.23
H  -2.356  2.758  -6.000  0.12
C  -2.746  -3.056  3.581  0.00
C  -0.991  1.282  -3.289  -0.05
N  0.100  -0.084  1.061  -0.15
S  0.267  -1.724  1.419  0.67
C  -3.741  -3.298  2.631  -0.22
H  -4.974  -4.938  3.217  0.11
C  -5.066  -3.862  3.055  -0.02
C  3.525  -0.543  0.234  -0.04
O  0.602  -2.107  0.044  -0.36
C  -0.251  2.610  -5.608  -0.03
N  1.312  0.985  -2.656  -0.10
C  0.556  3.287  1.208  -0.06
C  3.336  0.587  -1.907  -0.27
H  -2.028  -2.416  -0.170  0.12
C  0.346  1.489  -3.589  -0.25
C  -1.970  1.741  -4.156  -0.05
H  -4.232  -3.247  0.542  0.13
H  -5.400  -3.419  3.993  0.09
C  0.730  2.156  -4.746  0.00
H  -3.015  1.580  -3.931  0.12
N  2.523  1.128  -2.920  0.14
H  0.775  4.052  0.473  0.13
C  0.032  1.315  3.085  0.07

Properties
**Multiplicity**: 5
**<S²>**: 6.076
**Net charge**: +2
**E**: -48665.6712 eV

=====

3.
# C2H8N2O

2 unconnected molecules or ions with the total composition C2H8N2O (ωB97M-V with the def2-TZVPD basis set, the Open Molecules 2025 dataset).

Last column: Löwdin charge in e.
Element x y z (Å)
H  0.280  2.274  -1.386  0.12
H  -0.458  -2.963  0.915  0.09
H  1.403  2.179  0.899  0.08
N  -0.044  1.588  -0.576  -0.12
N  -1.167  -1.176  0.083  0.04
O  -0.775  -3.210  -1.004  0.01
H  -0.671  2.207  -0.063  0.05
H  2.002  1.205  -0.458  0.05
C  -0.735  -2.540  0.008  -0.38
C  1.191  1.297  0.233  -0.19
H  -1.347  -0.882  1.050  0.06
H  1.125  0.317  0.821  0.08
H  -0.805  -0.297  -0.523  0.10

Properties
**Multiplicity**: 1
**Energy relative to the best compared isomer or geometry (same formula, charge and spin)**: 41.8 kcal per mole
**SMILES**: NC=O.CN

=====

4.
# C24H71N5O9

9 unconnected molecules or ions with the total composition C24H71N5O9 (ωB97M-V with the def2-TZVPD basis set, the Open Molecules 2025 dataset).

Last column: Löwdin charge in e.
Element x y z (Å)
C  -0.107  -0.829  0.918  -0.12
H  -0.567  3.281  -7.247  0.09
H  0.472  -0.902  -2.395  0.03
C  2.164  -0.900  -6.790  -0.11
H  -7.193  -3.845  0.536  0.09
H  3.796  1.184  -3.721  0.08
H  3.626  2.523  3.801  0.08
H  -6.632  -1.073  1.855  0.13
C  1.917  0.192  -3.271  -0.42
H  -3.471  1.979  -4.468  0.08
H  5.798  -2.685  -0.518  0.08
H  6.892  1.530  1.253  0.08
H  -3.011  -0.014  1.689  0.04
H  -3.717  1.392  -2.916  0.08
H  0.670  -1.000  -4.571  0.12
H  2.207  -0.289  -7.692  0.09
H  2.353  -1.546  -4.384  0.13
H  1.416  1.160  -3.370  0.10
H  1.886  -1.229  -1.846  0.09
C  3.397  0.456  -3.012  -0.05
H  -0.266  0.894  5.381  0.07
C  -1.552  1.837  -3.445  -0.44
H  6.533  2.200  -0.271  0.09
N  4.904  -2.215  -0.630  0.05
H  3.667  0.759  -2.000  0.07
H  -8.256  -3.019  1.740  0.09
H  5.042  -1.499  -1.334  0.05
H  5.263  -0.002  1.997  0.12
H  -0.136  3.279  3.458  0.11
H  -2.754  -2.571  2.414  0.07
H  0.128  -3.147  1.472  0.03
H  -2.157  6.082  3.442  0.09
C  -1.472  1.714  3.925  -0.41
H  -3.541  2.080  4.492  0.08
H  4.006  -0.440  -3.189  0.07
C  4.487  -1.619  0.617  -0.45
C  0.381  -4.435  2.932  -0.19
H  1.312  -0.609  2.210  0.04
C  -5.919  -1.865  1.595  -0.23
H  -0.070  -5.380  3.246  0.07
H  1.453  -4.639  2.834  0.07
O  5.620  0.424  0.025  -0.21
C  4.294  -2.633  1.719  -0.07
H  -0.767  5.665  4.449  0.09
H  3.419  -3.245  1.505  0.07
H  0.283  3.013  -3.801  0.11
H  -1.382  2.457  -1.581  0.08
C  6.759  1.243  0.201  -0.11
C  5.496  -0.533  1.068  -0.20
H  -0.755  1.729  -6.468  0.09
O  0.951  -1.358  1.729  -0.14
H  6.445  -1.079  1.179  0.13
H  -7.666  -4.582  2.129  0.09
H  0.224  0.106  0.455  0.07
H  2.156  2.313  4.688  0.07
H  -4.285  -0.014  0.517  0.08
O  -1.193  3.407  -5.306  -0.17
O  -1.971  4.091  3.860  -0.17
H  3.388  0.993  4.573  0.09
H  -0.750  5.308  2.693  0.08
C  -4.093  -0.091  1.597  -0.06
C  2.857  1.777  4.039  -0.15
H  -1.900  -3.408  -2.892  0.08
C  -0.424  2.760  -6.301  -0.11
H  -3.202  0.456  4.714  0.07
H  -1.085  -0.906  1.375  0.06
H  2.103  2.039  2.253  0.09
C  -3.057  2.072  -3.454  -0.07
C  -4.532  -1.460  2.089  -0.46
H  3.510  -1.145  0.480  0.12
H  -0.757  -2.547  -1.822  0.06
H  -0.204  1.441  -2.062  0.04
N  1.307  -0.411  -2.065  0.06
C  -7.390  -3.675  1.594  -0.10
O  -6.238  -3.103  2.193  -0.19
C  -0.973  3.142  4.167  -0.23
H  -0.430  3.233  5.117  0.13
H  -1.406  1.018  -4.157  0.12
N  -0.476  0.748  4.398  0.05
H  -1.540  -0.522  -2.947  0.02
N  -1.221  1.557  -2.030  0.06
H  0.435  0.895  3.954  0.03
O  2.142  -0.011  -5.693  -0.19
O  -1.723  -1.377  -3.347  -0.14
H  -5.961  -1.887  0.498  0.13
H  -4.719  -1.336  3.174  0.13
H  -4.631  0.760  2.013  0.08
H  -2.615  1.583  5.856  0.08
H  -3.358  3.099  -3.217  0.08
C  1.710  -0.662  -4.511  -0.21
H  -0.057  -1.370  -0.032  0.05
C  -0.797  3.048  -3.995  -0.22
H  -4.114  -3.348  2.058  0.07
H  1.289  -1.552  -6.846  0.09
H  -1.069  3.951  -3.429  0.13
C  -1.661  -2.453  -2.428  -0.15
H  0.203  -3.760  3.777  0.08
C  -2.703  1.427  4.776  -0.08
O  -0.178  -4.027  1.719  -0.12
H  -2.515  -2.304  -1.749  0.08
H  0.653  2.714  -6.121  0.08
O  2.229  1.307  2.862  -0.14
C  -1.368  5.349  3.593  -0.11
H  5.156  -3.281  1.920  0.08
H  7.669  0.753  -0.145  0.09
H  -1.770  1.572  2.888  0.13
H  4.182  -2.154  2.696  0.08
N  -3.576  -2.514  1.825  0.06
H  3.087  -1.489  -6.755  0.09

Properties
**Multiplicity**: 1
**Energy relative to the best compared isomer or geometry (same formula, charge and spin)**: 85.8 kcal per mole
**SMILES**: COC[C@H](C)N.COC[C@H](C)N.COC[C@H](C)N.COC[C@H](C)N.COC[C@H](C)N.CO.CO.CO.CO